The following is a quantum chemistry calculation of a structure of composition C32H51BiN2OP3 at a distorted geometry, from OMol25.

The electronic energy is -2673.0991 Eh. As for the highest occupied orbital energy: -8.97 eV. Its total charge is +1. Its HOMO-LUMO gap is 5.4 eV.

CARTESIAN COORDINATES (ANGSTROEM)
C1 -2.6222 2.8126 -0.4547
N1 -1.0806 0.4651 1.9338
H1 1.4275 0.7024 2.7331
C2 0.7924 3.6551 -4.3057
H2 -2.2696 -3.3489 4.9637
C3 2.7462 -0.4461 0.6037
C4 1.3145 -3.4741 -0.3153
H3 -3.1671 -1.8620 5.2429
H4 -2.4370 0.2087 -3.2385
P1 -2.4129 1.1029 -1.0165
C5 0.2317 2.0543 4.7704
H5 1.1136 1.4985 -0.9984
C6 -2.8538 0.9826 5.7487
H6 -2.0276 1.5294 6.2128
H7 -2.5652 2.4588 2.6234
C7 1.4136 -1.8372 -3.2553
C8 -1.3584 2.0819 -3.3845
H8 0.1267 2.6155 3.8347
H9 3.1430 2.3005 -4.3505
N2 0.1814 0.2408 -3.0056
H10 -1.8784 3.4693 -0.9277
H11 1.2077 2.3055 5.2105
H12 -3.7811 1.4903 6.0524
C9 3.6431 -0.3798 -4.1801
H13 1.6310 4.2319 -4.6869
H14 -4.3753 -0.5572 4.1567
H15 -3.9066 -0.8014 -1.0261
C10 -2.8179 1.0025 4.2065
C11 -2.1724 -2.2537 4.9986
H16 -2.8965 -0.0349 6.1553
H17 2.7199 -3.5378 -3.3352
P2 -1.3244 0.0737 3.4842
C12 -2.4972 1.2341 -2.8538
H18 -0.5217 2.3900 5.4902
H19 -3.7201 2.9293 3.9065
C13 -4.1394 0.4100 3.7014
C14 -0.3563 -2.5392 3.2866
C15 2.2885 1.6968 -4.0273
C16 -1.5348 -3.4314 -0.7065
H20 4.4749 0.2025 -4.5763
C17 -2.7080 -2.1692 2.5514
H21 -1.9856 3.0432 4.2030
C18 1.4596 0.2038 3.7069
C19 -1.5352 3.4211 -3.6931
H22 0.3800 -2.4766 4.0958
H23 4.6830 -2.2613 -4.1525
H24 -2.6824 -3.2552 2.3873
C20 1.3150 -0.4223 -3.4041
H25 2.3352 0.5725 4.2603
O1 3.8176 -0.6770 0.9048
C21 -2.7528 2.4493 3.7024
C22 1.0351 2.3040 -3.9615
H26 -3.6310 3.1682 -0.7194
H27 -4.1536 0.3292 2.6079
P3 -0.0424 -2.4164 -0.9453
H28 1.2782 -3.5015 0.7804
H29 1.1173 0.2250 6.4332
H30 -2.3935 -2.9466 -1.1820
C23 2.4489 0.3190 -3.8753
C24 -0.0587 1.4988 -3.4827
H31 -4.9449 1.0975 3.9988
H32 0.3148 -3.6795 -2.9742
H33 -3.7280 -1.9278 2.8624
H34 -1.4779 -2.0216 5.8137
H35 0.4629 -1.2723 5.7686
H36 1.1799 -4.4894 -0.7105
C25 0.2070 0.5389 4.5244
H37 -0.7081 -2.2253 -3.2461
H38 2.2857 -3.0838 -0.6377
H39 -2.4923 -1.6574 1.6056
C26 -0.4630 4.2153 -4.1489
C27 -3.8983 0.1841 -0.5364
H40 -1.7425 -3.5549 0.3585
C28 0.2067 -2.6055 -2.7684
C29 -1.6625 -1.8032 3.6171
C30 2.6271 -2.4659 -3.5117
H41 0.0883 -2.1673 2.3523
H42 -2.4842 2.8748 0.6341
H43 -0.6302 5.2721 -4.3579
H44 -0.6204 -0.0404 6.4917
H45 -1.3793 -4.4148 -1.1578
H46 -0.5860 -3.6054 3.1487
Bi1 -0.0571 0.2920 -0.1045
H47 -2.5117 3.8780 -3.5470
H48 -3.9113 0.0294 0.5516
C31 0.2698 -0.1981 5.8735
C32 3.7380 -1.7418 -3.9706
H49 -4.7904 0.7535 -0.8405
H50 1.5946 -0.8704 3.5483
H51 -3.4727 1.6675 -3.1026

Atoms 1-2, force components in eV/Å:
-0.3057 0.3455 0.2445
-0.4517 -0.0910 1.1262

Here are the Löwdin charges for atoms 1 to 4, given in e: number 1, C, carries -0.241; number 2, N, carries -0.527; number 3, H, carries 0.031; number 4, C, carries -0.011